The following is a quantum chemistry calculation of a structure of composition C42H47Cl3DyN7O5S at a distorted geometry, from the Open Molecules 2025 dataset.

CARTESIAN COORDINATES (ANGSTROEM)
Dy1 -0.473 0.442 1.078
Cl1 -1.702 5.266 5.093
Cl2 0.749 -2.171 0.863
Cl3 3.462 1.031 4.323
S1 -2.060 2.370 -1.245
O1 -0.819 2.266 -0.370
O2 -4.707 1.686 1.657
O3 -5.525 3.280 3.487
O4 -2.799 0.703 1.066
O5 -4.604 4.468 5.108
N1 1.268 0.432 2.315
N2 -1.472 -1.097 2.848
N3 -1.278 -0.798 -1.034
N4 -2.203 -2.192 2.544
N5 1.146 0.346 -0.858
N6 -1.375 2.390 2.584
N7 -0.913 3.324 3.423
C1 -4.482 3.760 4.140
C2 3.167 4.304 3.389
C3 2.191 -0.497 2.465
C4 3.356 -0.396 3.319
C5 3.279 0.954 -1.734
C6 -1.936 3.933 4.068
C7 -2.228 -2.921 -5.465
C8 1.131 3.781 2.227
C9 5.376 0.839 -3.692
C10 3.086 0.163 -2.853
C11 3.500 0.488 -5.290
C12 -1.475 2.137 -2.921
C13 -1.941 -2.663 -3.012
C14 1.174 3.789 4.636
C15 0.489 3.637 3.444
C16 4.332 -2.502 2.634
C17 -1.190 -4.771 -4.123
C18 0.937 -0.418 -1.927
C19 2.206 -1.784 1.812
C20 -2.694 -2.810 3.636
C21 -2.270 -2.068 4.709
C22 2.291 1.005 -0.758
C23 3.207 -2.732 1.855
C24 -3.628 -4.305 -3.936
C25 -3.532 -4.042 3.544
C26 -3.483 1.523 1.748
C27 -0.389 -1.124 -1.982
C28 -2.483 -1.367 -1.076
C29 -2.253 -3.663 -4.119
C30 -1.507 -1.007 4.169
C31 -2.310 4.130 -1.382
C32 4.517 -1.465 -4.083
C33 2.472 4.118 2.203
C34 1.876 -0.532 -2.930
C35 4.119 0.014 -3.967
C36 2.518 4.130 4.602
C37 4.376 -1.320 3.381
C38 -3.124 3.375 3.629
C39 -0.692 -2.041 -2.966
C40 -0.795 0.092 4.892
C41 -2.854 -2.296 -2.035
C42 -2.697 2.409 2.687
H1 -0.189 -4.380 -4.317
H2 2.978 4.233 1.252
H3 3.099 -3.654 1.293
H4 -3.180 -1.032 -0.313
H5 4.221 4.557 3.367
H6 -2.216 2.550 -3.608
H7 4.236 0.412 -6.095
H8 -3.796 -5.026 -4.738
H9 -2.470 -2.260 5.751
H10 4.189 1.517 -1.584
H11 -5.240 2.665 2.749
H12 -3.080 4.330 -2.128
H13 -0.360 -0.288 5.817
H14 -3.700 -4.839 -2.986
H15 -4.506 -3.822 3.102
H16 5.152 1.906 -3.620
H17 -2.637 4.486 -0.405
H18 0.679 3.618 5.582
H19 -3.698 -4.452 4.537
H20 -2.477 -3.611 -6.275
H21 0.006 0.495 4.266
H22 -2.957 -2.107 -5.474
H23 3.664 -2.096 -4.343
H24 5.134 -3.226 2.683
H25 -4.432 -3.567 -3.983
H26 2.633 -0.115 -5.571
H27 5.274 -1.586 -4.861
H28 6.082 0.702 -4.512
H29 3.061 4.240 5.532
H30 3.179 1.530 -5.218
H31 0.574 3.645 1.310
H32 5.870 0.524 -2.769
H33 0.054 -2.292 -3.707
H34 -1.359 1.072 -3.106
H35 -0.516 2.651 -3.016
H36 -3.047 -4.808 2.936
H37 -1.357 4.584 -1.656
H38 5.221 -1.118 4.030
H39 -2.289 -2.488 1.589
H40 -1.243 -2.497 -5.672
H41 4.930 -1.830 -3.140
H42 2.432 1.560 0.165
H43 1.682 -1.171 -3.781
H44 -1.420 -5.498 -4.904
H45 -1.492 0.894 5.157
H46 -1.167 -5.293 -3.164
H47 -3.848 -2.718 -1.997

Summary:
Gap between HOMO and LUMO (spin up / spin down) in eV: 5.0 / 5.0
Relative energy (zero: lowest compared OMol25 entry of this formula, charge and spin) in kcal per mole: 4.2
LUMO (spin up / spin down) in eV: -0.5 / -0.5
2S+1: 6
E_HOMO (spin up / spin down) in eV: -5.52 / -5.54